Computed, not measured: 6 unconnected molecules or ions with the total composition C15H30BCl12N2O, with ωB97M-V with the def2-TZVPD basis set.

```
! wB97M-V def2-TZVPD RIJCOSX def2/J DEFGRID3
* xyz -1 1
C 2.642 -1.386 2.828
C 1.920 -0.628 1.748
Cl 1.936 -1.435 0.195
C 1.265 0.545 1.854
Cl 1.343 1.292 3.489
N 0.614 1.258 0.910
B -0.679 0.898 0.583
O -1.313 1.629 -0.492
N -1.481 -0.192 1.223
C -2.488 0.296 2.164
C -2.044 -1.113 0.261
H 1.896 -1.921 3.420
H 3.184 -0.721 3.489
H 3.286 -2.138 2.393
H -0.728 1.566 -1.242
H -3.412 0.677 1.708
H -2.709 -0.483 2.895
H -2.048 1.117 2.729
H -1.284 -1.436 -0.446
H -2.412 -2.009 0.767
H -2.886 -0.696 -0.309
Cl -5.236 2.647 0.803
C -4.256 2.317 -0.650
C -5.084 2.297 -1.904
Cl -6.196 0.898 -1.962
H -3.741 1.378 -0.492
H -3.503 3.096 -0.707
H -4.429 2.211 -2.769
H -5.684 3.198 -2.007
Cl -4.439 -2.345 -7.115
C -5.210 -2.279 -5.506
C -5.567 -0.874 -5.098
Cl -4.128 0.118 -4.774
H -4.530 -2.735 -4.793
H -6.115 -2.882 -5.564
H -6.144 -0.895 -4.176
H -6.153 -0.374 -5.865
Cl -1.922 5.430 -0.191
C -0.152 5.192 -0.247
C 0.357 4.439 0.956
Cl 0.224 5.424 2.444
H 0.309 6.173 -0.335
H 0.061 4.621 -1.149
H 1.411 4.204 0.823
H -0.178 3.506 1.110
Cl 6.328 -3.390 3.426
C 5.884 -5.068 3.823
C 4.553 -5.457 3.234
Cl 3.202 -4.589 3.998
H 5.880 -5.166 4.905
H 6.665 -5.710 3.416
H 4.381 -6.521 3.389
H 4.519 -5.249 2.167
Cl 7.592 0.559 -1.472
C 5.964 -0.135 -1.728
C 4.935 0.435 -0.789
Cl 5.194 -0.071 0.891
H 6.045 -1.212 -1.615
H 5.686 0.091 -2.756
H 3.945 0.073 -1.069
H 4.928 1.521 -0.816
*
```

Calculated values
- HOMO level: -4.155 eV

Mulliken atomic charge list, values in e, 4 entries: atom 1 (C): -1.5098, atom 2 (C): 0.6073, atom 3 (Cl): -0.2975, atom 4 (C): 0.0794

=====

Computed, not measured: a molecular structure, C2H35FeO18, with ωB97M-V with the def2-TZVPD basis set.

```
! wB97M-V def2-TZVPD RIJCOSX def2/J DEFGRID3
* xyz 1 5
Fe -1.568 3.172 0.541
C 0.251 -0.779 0.142
C 0.171 0.591 -0.521
O -0.561 1.461 0.025
O 0.890 0.810 -1.516
H -0.780 -1.108 0.299
H 0.805 -0.784 1.074
H 0.611 -1.525 -0.566
O 2.481 0.287 2.875
H 3.327 -0.068 3.184
H 2.695 0.753 2.057
O -0.788 -3.138 1.928
H -0.225 -3.821 1.547
H -0.212 -2.680 2.571
O 0.826 -1.825 3.840
H 1.324 -1.051 3.502
H 1.106 -1.937 4.755
O 0.211 4.083 1.118
H 0.741 4.038 1.925
H 0.661 4.732 0.556
O 0.393 2.745 -3.480
H 1.002 2.597 -4.212
H 0.575 2.033 -2.829
O -1.141 3.904 -1.470
H -0.688 3.426 -2.196
H -1.050 4.842 -1.688
O 3.140 2.743 -0.253
H 3.581 2.162 0.375
H 2.345 2.265 -0.528
O -3.574 -0.182 -0.671
H -3.344 -0.193 -1.610
H -3.345 -1.076 -0.341
O -3.431 2.327 0.143
H -3.497 1.363 -0.148
H -4.341 2.620 0.276
O 3.654 0.031 -1.919
H 3.681 -0.919 -1.718
H 2.730 0.301 -1.787
O -1.770 2.562 2.540
H -2.657 2.322 2.853
H -1.187 2.443 3.303
O -2.782 -2.891 -0.268
H -2.572 -2.929 -1.212
H -2.030 -3.315 0.175
O -3.371 -1.689 2.611
H -2.442 -1.846 2.384
H -3.356 -1.395 3.529
O -0.223 -0.737 -4.375
H 0.637 -0.763 -3.934
H -0.416 0.204 -4.473
O 1.601 -4.898 -2.030
H 1.140 -5.608 -1.567
H 0.908 -4.368 -2.447
O 3.578 -2.910 -0.973
H 2.865 -3.442 -1.370
H 3.423 -2.938 -0.023
*
```

Calculated values
- HOMO level (alpha / beta): -12.383 / -12.381 eV
- Expectation value of S²: 6.006

Mulliken atomic charge list, values in e, 4 entries: atom 1 (Fe): 0.6166, atom 2 (C): 0.0684, atom 3 (C): -0.0808, atom 4 (O): 0.0839

=====

Computed, not measured: a single C5H8O2 molecule, with ωB97M-V with the def2-TZVPD basis set.

```
! wB97M-V def2-TZVPD RIJCOSX def2/J DEFGRID3
* xyz 0 1
C 1.710 -0.238 -0.136
C 0.212 -0.164 0.102
C -0.335 0.551 1.339
O -1.146 -0.641 1.577
C -0.540 -1.381 0.653
C -0.601 0.041 -1.217
O -1.823 0.728 -1.054
H 2.228 -0.642 0.741
H 1.932 -0.894 -0.984
H 2.130 0.752 -0.354
H -0.950 1.441 1.214
H 0.390 0.667 2.150
H -0.768 -0.981 -1.534
H -0.028 0.588 -1.965
H -2.411 0.171 -0.530
*
```

Calculated values
- HOMO level: -8.762 eV
- Energy relative to the best compared isomer or geometry (same formula, charge and spin): 382.4 kJ/mol

Mulliken atomic charge list, values in e, 4 entries: atom 1 (C): -1.7168, atom 2 (C): 1.5973, atom 3 (C): -0.5963, atom 4 (O): -0.1792

=====

Computed, not measured: a single C6H10 molecule, with ωB97M-V with the def2-TZVPD basis set.

```
! wB97M-V def2-TZVPD RIJCOSX def2/J DEFGRID3
* xyz 0 1
C 1.919 -0.516 -0.244
C 0.559 -0.062 0.045
C -0.876 -0.953 0.482
C -1.684 -0.047 -0.410
C -0.497 0.890 -0.628
C 0.207 1.276 0.658
H 2.173 0.368 -0.840
H 1.962 -1.518 -0.755
H 2.457 -0.806 0.676
H -1.230 -0.944 1.544
H -0.990 -2.015 0.202
H -1.914 -0.466 -1.374
H -2.619 0.168 0.011
H -0.361 1.461 -1.516
H 1.149 1.780 0.532
H -0.253 1.382 1.617
*
```

Calculated values
- SMILES: C[C@]12CC[C@H]1C2
- HOMO level: -9.351 eV
- Energy relative to the best compared isomer or geometry (same formula, charge and spin): 264.4 kJ/mol

Mulliken atomic charge list, values in e, 4 entries: atom 1 (C): -1.1870, atom 2 (C): 0.6328, atom 3 (C): -0.7088, atom 4 (C): -0.5895

=====

Computed, not measured: 2 unconnected molecules or ions with the total composition C4H13N4, with ωB97M-V with the def2-TZVPD basis set.

```
! wB97M-V def2-TZVPD RIJCOSX def2/J DEFGRID3
* xyz 1 3
C -0.960 3.953 0.129
C -0.057 -1.104 1.934
C 0.465 -0.661 -0.436
C -0.886 -1.386 -0.974
N -0.788 2.792 -0.312
N 0.809 0.892 1.321
N 0.407 -0.191 0.946
N -0.640 -2.382 -1.962
H -0.296 4.333 0.927
H 0.017 -2.154 1.565
H 0.394 -0.963 2.883
H -1.150 -1.012 2.223
H 1.312 -1.512 -0.553
H 0.679 0.191 -1.067
H -1.419 -0.582 -1.373
H -1.182 -2.040 -0.212
H 1.153 1.623 0.635
H -1.610 4.754 -0.301
H -0.835 -3.302 -1.750
H -1.410 2.671 -1.128
H -0.373 -2.094 -2.844
*
```

Calculated values
- HOMO level (alpha / beta): -12.105 / -12.871 eV
- Expectation value of S²: 2.011
- Energy relative to the best compared isomer or geometry (same formula, charge and spin): 277.9 kJ/mol

Mulliken atomic charge list, values in e, 4 entries: atom 1 (C): -0.2436, atom 2 (C): -0.8776, atom 3 (C): -0.6142, atom 4 (C): -0.5386

=====

Computed, not measured: a molecular structure, C41H42P2SnTe, with ωB97M-V with the def2-TZVPD basis set.

```
! wB97M-V def2-TZVPD RIJCOSX def2/J DEFGRID3
* xyz 0 1
Sn -0.691 0.315 0.740
C 1.324 1.061 -1.975
C 0.353 0.293 -2.520
C 0.525 -1.103 -3.019
C 0.247 -2.263 -2.007
C 0.750 -2.096 -0.608
C 1.940 -1.539 -0.297
C 2.897 -0.909 -1.253
C 2.702 0.589 -1.638
C -1.081 -0.984 2.486
H 1.096 2.097 -1.702
H -0.667 0.678 -2.557
H 1.514 -1.248 -3.454
H -0.212 -1.231 -3.826
H -0.830 -2.468 -1.991
H 0.710 -3.171 -2.427
H 0.136 -2.554 0.178
H 2.249 -1.496 0.760
H 2.971 -1.490 -2.178
H 3.883 -0.960 -0.764
H 3.104 1.225 -0.843
H 3.335 0.762 -2.525
H -1.102 -0.259 3.350
H -0.349 -1.806 2.635
H -2.109 -1.359 2.231
P -7.111 -5.594 -3.503
P -5.858 -7.885 -1.278
C -6.088 -7.011 -3.937
C -5.522 -7.867 -3.046
C -8.312 -5.539 -4.917
C -8.041 -6.076 -6.184
C -8.983 -5.978 -7.208
C -10.208 -5.344 -6.989
C -10.489 -4.817 -5.721
C -9.562 -4.929 -4.687
C -5.983 -4.197 -3.921
C -4.875 -4.025 -3.063
C -3.936 -3.027 -3.329
C -4.091 -2.207 -4.458
C -5.200 -2.366 -5.301
C -6.158 -3.343 -5.019
C -6.365 -9.689 -1.109
C -7.604 -10.053 -1.672
C -8.021 -11.384 -1.671
C -7.215 -12.383 -1.111
C -5.992 -12.023 -0.541
C -5.579 -10.688 -0.519
C -4.163 -7.944 -0.580
C -4.010 -7.545 0.765
C -2.758 -7.602 1.374
C -1.645 -8.048 0.643
C -1.791 -8.439 -0.694
C -3.045 -8.374 -1.310
H -5.909 -7.172 -5.009
H -4.900 -8.700 -3.412
H -7.090 -6.559 -6.395
H -8.755 -6.394 -8.192
H -10.941 -5.258 -7.796
H -11.441 -4.313 -5.542
H -9.789 -4.528 -3.698
H -4.749 -4.685 -2.202
H -3.077 -2.891 -2.661
H -3.343 -1.443 -4.684
H -5.323 -1.730 -6.187
H -7.032 -3.461 -5.666
H -8.236 -9.296 -2.135
H -8.980 -11.660 -2.115
H -7.533 -13.431 -1.126
H -5.348 -12.795 -0.109
H -4.622 -10.436 -0.060
H -4.889 -7.205 1.320
H -2.650 -7.297 2.422
H -0.665 -8.089 1.122
H -0.924 -8.797 -1.264
H -3.148 -8.670 -2.355
Te 1.696 1.282 1.877
C 1.920 3.328 1.368
C 3.083 3.817 0.725
C 3.173 5.183 0.415
C 2.138 6.058 0.752
C 0.986 5.573 1.384
C 0.870 4.210 1.697
H 3.893 3.116 0.490
H 4.063 5.564 -0.087
H 2.226 7.124 0.526
H 0.179 6.255 1.641
H -0.016 3.804 2.201
*
```

Calculated values
- HOMO level: -7.414 eV

Mulliken atomic charge list, values in e, 4 entries: atom 1 (Sn): 0.4775, atom 2 (C): -0.5946, atom 3 (C): -0.3673, atom 4 (C): -0.8416

=====

Computed, not measured: a gas-phase ion, C5H12N2O (charge +1), with ωB97M-V with the def2-TZVPD basis set.

```
! wB97M-V def2-TZVPD RIJCOSX def2/J DEFGRID3
* xyz 1 2
C 2.333 1.088 -1.283
N 1.226 0.220 -1.331
C 1.138 -1.915 -0.089
C 0.743 -0.410 -0.137
C -0.805 -0.236 0.019
N -1.148 0.533 1.217
C -2.530 0.950 1.243
O 2.841 1.332 -0.222
H 2.698 1.427 -2.244
H 0.625 0.118 -2.138
H 1.555 -2.188 -1.058
H 1.735 -2.193 0.776
H 0.245 -2.548 0.017
H 1.245 0.132 0.680
H -1.260 -1.215 0.172
H -1.272 0.224 -0.864
H -0.610 1.382 1.427
H -2.691 1.743 0.506
H -3.208 0.105 1.145
H -2.860 1.450 2.164
*
```

Calculated values
- HOMO level (alpha / beta): -13.535 / -13.525 eV
- Expectation value of S²: 0.754
- Energy relative to the best compared isomer or geometry (same formula, charge and spin): 122.9 kJ/mol

Mulliken atomic charge list, values in e, 4 entries: atom 1 (C): -0.0442, atom 2 (N): -0.2531, atom 3 (C): -1.3650, atom 4 (C): 0.4305